(1)
Here is C4H16BrO6Pt as an isolated structure in a non-equilibrium geometry from OMol25. Energies are from ωB97M-V with the def2-TZVPD basis set.

```
28
Properties=species:S:1:pos:R:3:forces:R:3:mulliken_spin:R:1
Pt -4.21802 -0.67980 -1.99079 0.2 0.0 0.2 1.00
Br -1.65211 -1.37272 0.92955 -0.2 0.1 -0.3 1.00
C -1.67137 4.28674 -0.15382 0.4 -0.2 0.8 0.00
C -2.00842 5.53212 -0.91721 -1.5 -1.3 -0.8 0.00
O -2.44069 5.09264 -2.23390 0.8 0.0 0.0 0.00
O -0.37903 3.79826 -0.41574 0.7 -0.2 -0.5 0.00
H -2.35277 3.46860 -0.38717 -0.7 0.3 0.0 0.00
H -1.69840 4.51837 0.91094 -0.4 0.1 0.3 0.00
H -1.15962 6.21596 -0.91850 -0.2 0.1 -0.3 0.00
H -2.89249 5.91184 -0.40503 0.2 0.6 0.1 0.00
H -3.23459 5.51521 -2.56969 0.2 0.5 0.4 0.00
H -0.37027 2.90877 -0.05472 0.4 0.0 0.0 0.00
C 2.95966 -2.10201 -1.95302 1.3 -0.2 -0.9 0.00
C 3.62187 -2.50212 -0.65946 -1.5 -1.3 0.1 0.00
O 3.61299 -1.57664 0.42623 0.5 0.3 -0.8 0.00
O 3.65003 -1.02718 -2.55729 -0.7 0.4 0.2 0.00
H 1.87215 -2.05248 -1.89854 -0.3 0.9 0.3 0.00
H 3.11075 -2.91427 -2.66400 0.0 -0.5 0.2 0.00
H 4.61453 -2.88224 -0.90076 0.1 0.5 0.6 0.00
H 2.98332 -3.33731 -0.37170 0.4 -0.7 0.4 0.00
H 2.69418 -1.40560 0.64561 0.0 0.1 0.1 0.00
H 3.95533 -0.49594 -1.81826 0.2 0.5 -0.1 0.00
O -4.75799 -5.02761 2.37687 -0.2 0.2 -0.2 0.00
H -4.45055 -5.63883 3.04629 0.0 -0.2 0.2 0.00
H -3.95998 -4.72521 1.94333 0.2 0.0 -0.1 0.00
O 1.25695 -3.45175 4.43158 -0.2 -0.1 0.1 0.00
H 2.06989 -2.95386 4.51803 0.3 0.1 0.1 0.00
H 0.84475 -3.10289 3.64125 -0.1 0.0 -0.2 0.00
```
Forces are in eV/Å.

Properties
Net charge ... +1
Spin multiplicity ... 3
HOMO (spin up / spin down) ... -0.4526 / -0.4525 hartree
Relative energy (zero: lowest compared OMol25 entry of this formula, charge and spin) ... 70.3 kcal per mole
DFT total energy ... -89966.0185 eV

---

(2)
Here is C4H16CuN10O10 as an isolated structure in a non-equilibrium geometry from OMol25. Energies are from ωB97M-V with the def2-TZVPD basis set.

```
41
Properties=species:S:1:pos:R:3:forces:R:3:mulliken_spin:R:1
Cu 0.32009 -0.14157 0.38512 0.8 -0.8 0.0 0.86
N 2.52375 1.99013 0.70620 0.2 0.3 -1.0 0.00
O 2.55337 3.00488 1.39760 -0.1 -0.8 -0.3 0.02
O 3.12341 1.90783 -0.38939 -0.5 0.0 0.7 0.01
O 1.87357 0.95904 1.12712 -0.7 -0.2 0.3 0.06
N -1.04471 -2.92889 -0.42158 0.2 0.3 0.2 0.00
O -0.91426 -1.65967 -0.39094 -0.3 0.7 0.0 0.03
O -1.00500 -3.48234 -1.52132 0.1 0.0 0.2 0.01
O -1.24228 -3.55145 0.62588 0.1 -0.1 -0.4 0.00
C -0.22377 -1.66984 3.38302 -0.9 -0.2 0.1 0.00
O 0.21080 -1.05906 2.41589 0.5 0.4 -0.6 0.00
N 0.13082 -1.31095 4.65330 -0.1 0.1 -0.1 0.00
N -1.12690 -2.68794 3.29616 0.7 0.4 0.4 0.00
H 0.55617 -0.41201 4.78521 0.1 -0.1 0.0 0.00
H -0.16355 -1.84675 5.44579 0.0 0.0 0.1 0.00
H -1.66907 -2.91278 4.10540 0.0 -0.3 0.0 0.00
H -1.25384 -3.16273 2.41307 -0.1 0.2 -0.3 0.00
C -2.11258 2.11410 1.23291 1.0 -0.8 0.2 0.00
O -1.15981 1.39883 0.92165 -0.1 -0.1 0.0 0.00
N -3.22363 2.15032 0.46402 -0.2 0.3 0.0 0.00
N -2.08017 2.85151 2.37100 -0.6 0.1 -0.5 0.00
H -3.99443 2.75974 0.66327 0.0 0.0 -0.1 0.00
H -3.11591 1.75096 -0.44977 -0.1 0.0 -0.1 0.00
H -2.87390 3.42912 2.57633 0.1 0.0 0.5 0.00
H -1.43435 2.55630 3.07960 0.1 0.2 0.0 0.00
C -0.06530 1.23977 -2.60723 0.2 1.2 0.9 0.00
O 0.28062 0.68663 -1.57149 -0.1 -0.1 -0.4 0.01
N 0.78760 2.04946 -3.29970 -0.3 -0.5 -0.3 0.00
N -1.36333 1.26136 -3.02545 -0.8 -0.4 -0.2 0.00
H 1.69600 2.26393 -2.92814 0.0 -0.2 0.2 0.00
H 0.47852 2.50941 -4.13341 0.1 0.1 0.0 0.00
H -2.03012 0.63217 -2.61292 0.4 -0.3 0.2 0.00
H -1.69265 1.66704 -3.88184 0.4 0.1 -0.1 0.00
C 2.26736 -1.55520 -1.88710 -1.3 0.3 -0.3 0.00
O 1.80164 -1.39653 -0.75678 0.6 -0.4 0.3 0.00
N 3.32107 -0.81669 -2.32118 0.2 0.4 0.7 0.00
N 1.65802 -2.38260 -2.78818 0.8 0.2 0.4 0.00
H 3.62836 -0.12378 -1.65007 0.0 0.0 -0.1 0.00
H 3.82673 -0.89889 -3.17968 -0.2 -0.3 -0.2 0.00
H 1.91979 -2.30430 -3.75161 -0.2 -0.3 -0.1 0.00
H 0.83190 -2.87861 -2.48079 -0.1 0.1 -0.1 0.00
```
Forces are in eV/Å.

Properties
Net charge ... 0
Spin multiplicity ... 2
HOMO (spin up / spin down) ... -0.3216 / -0.3202 hartree
Relative energy (zero: lowest compared OMol25 entry of this formula, charge and spin) ... 0.0 kcal per mole
DFT total energy ... -84420.5263 eV

---

(3)
Here is C4H16F2O4V as an isolated structure in a non-equilibrium geometry from OMol25. Energies are from ωB97M-V with the def2-TZVPD basis set.

```
27
Properties=species:S:1:pos:R:3:forces:R:3:mulliken_spin:R:1
V -1.67306 -2.50182 -0.19133 0.3 2.3 1.8 3.00
F -2.43855 -1.31956 1.22328 0.4 -1.1 -1.4 0.01
F -0.96018 -0.89730 -1.21923 -0.9 -0.3 0.4 -0.01
C 1.30600 -2.28559 0.83174 -0.3 1.1 -0.8 -0.01
O 0.00623 -2.86280 1.11572 0.3 -0.4 -0.4 -0.01
H 1.17305 -1.20416 0.78390 0.1 0.0 0.5 0.01
H 2.04249 -2.54653 1.58216 0.0 -0.2 0.0 0.00
H 1.60903 -2.54229 -0.18323 0.1 -0.6 0.2 0.00
H 0.06845 -3.28261 1.97913 -0.5 0.0 0.0 0.00
C -1.97502 2.34801 -0.94703 1.4 0.1 -0.5 0.06
O -2.45981 1.23903 -1.61966 -0.2 1.5 0.4 0.74
H -2.41739 2.48837 0.06306 -0.4 -0.3 0.1 0.13
H -0.91941 2.13945 -0.70879 0.0 0.0 0.2 0.03
H -2.05239 3.28166 -1.50122 -0.7 -0.2 -0.2 0.03
H -1.88598 0.48634 -1.31190 0.4 -1.8 0.0 -0.01
C 0.07156 1.13232 1.90319 -0.2 0.3 -0.3 0.00
O -0.46037 0.13092 2.71684 -0.3 -0.4 -0.1 0.01
H 0.18706 0.82590 0.84965 0.2 -0.2 0.1 0.00
H -0.55449 2.03793 1.85407 0.0 0.0 0.3 0.00
H 1.03634 1.39992 2.32708 0.1 0.1 -0.2 0.00
H -1.24605 -0.26590 2.29679 0.1 0.0 0.1 0.00
C 2.25419 0.51789 -1.93253 0.1 -1.0 0.7 0.00
O 1.08598 0.20628 -2.66238 -0.1 0.5 -0.5 0.01
H 2.09598 1.33550 -1.22233 0.1 0.0 0.0 0.00
H 2.55230 -0.39547 -1.39481 0.1 0.3 0.3 0.00
H 3.11518 0.73366 -2.56062 -0.4 0.3 -0.4 0.00
H 0.43885 -0.19913 -2.07156 0.2 -0.1 0.0 0.00
```
Forces are in eV/Å.

Properties
Net charge ... +1
Spin multiplicity ... 5
HOMO (spin up / spin down) ... -0.4808 / -0.4775 hartree
Relative energy (zero: lowest compared OMol25 entry of this formula, charge and spin) ... 27.0 kcal per mole
DFT total energy ... -43709.8746 eV

---

(4)
Here is C4H16FMgO4 as an isolated structure in a non-equilibrium geometry from OMol25. Energies are from ωB97M-V with the def2-TZVPD basis set.

```
26
Properties=species:S:1:pos:R:3:forces:R:3:lowdin_charge:R:1
Mg 1.55012 1.51648 0.16867 -1.8 -1.7 -1.2 1.32
F -0.14668 0.74087 -0.07614 1.6 0.8 0.4 -0.45
C 0.71411 -2.35869 -1.75947 -1.4 0.8 0.6 -0.10
O 0.45380 -1.11171 -2.38825 1.3 1.2 -1.8 -0.15
H 1.75840 -2.40383 -1.45040 -0.1 -0.2 0.4 0.07
H -0.04443 -2.20078 -0.99280 0.7 -1.9 1.1 0.09
H 0.48653 -3.21556 -2.39357 -0.1 0.2 -0.1 0.09
H -0.11997 -0.57220 -1.83931 -0.1 -0.1 0.1 0.05
C -1.26762 -0.73862 2.91355 -2.3 -0.2 0.4 -0.19
O 0.03969 -0.81444 2.55794 3.5 0.4 -0.6 -0.12
H -1.60292 0.29833 2.93343 -0.4 -0.1 0.1 0.07
H -1.78710 -1.30868 2.14331 -1.0 0.1 0.3 0.09
H -1.41361 -1.21022 3.88535 0.0 0.1 -0.1 0.09
H 0.06289 -0.37625 1.70409 0.1 -0.2 -0.3 0.01
C 3.92478 0.39087 -1.07038 2.1 0.1 -2.0 -0.09
O 2.53512 0.43499 -1.24382 -0.8 1.5 1.9 -0.16
H 4.27934 -0.63909 -1.10992 0.1 0.1 0.8 0.12
H 4.37057 0.87201 -1.94095 0.2 -0.1 -0.2 0.11
H 4.32465 1.02065 -0.27564 -0.5 -0.5 0.7 0.10
H 2.23644 -0.26829 -1.82500 -1.2 -0.4 -0.6 0.08
C -3.67921 2.16238 0.33076 -0.6 0.5 -0.2 -0.15
O -2.66991 1.41287 1.01107 -0.4 0.6 -0.5 -0.13
H -4.65708 1.68276 0.37370 0.1 -0.3 0.2 0.08
H -3.81543 3.17066 0.72178 0.2 -0.1 0.6 0.07
H -3.50402 2.36676 -0.72548 0.5 -0.5 -0.2 0.07
H -2.02846 1.14875 0.34747 0.1 -0.1 0.1 0.02
```
Forces are in eV/Å.

Properties
Net charge ... +1
HOMO ... -0.4653 hartree
Relative energy (zero: lowest compared OMol25 entry of this formula, charge and spin) ... 28.2 kcal per mole
DFT total energy ... -20751.9057 eV